Computed, not measured: a structure of composition C36H28F2NO4P2PdS in a non-equilibrium geometry, with the ωB97M-V functional and the def2-TZVPD basis.

The geometry in XYZ format:
```
75
Properties=species:S:1:pos:R:3:forces:R:3:lowdin_spin:R:1
Pd 0.144 2.320 -0.869 -0.5 0.0 -0.1 0.318
F 5.248 0.832 -1.770 0.0 0.0 0.0 0.022
C 4.365 1.825 -1.446 0.0 0.0 0.0 0.084
C 3.016 1.551 -1.412 0.2 0.1 0.1 0.016
C 2.102 2.554 -1.114 0.0 -0.1 -0.1 0.143
C 2.559 3.882 -0.847 0.3 -0.1 0.0 0.045
C 3.953 4.069 -0.879 -0.1 0.1 0.0 0.047
F 4.469 5.299 -0.586 0.0 0.0 0.0 0.010
C 4.866 3.089 -1.171 0.0 0.0 0.0 -0.007
C 1.572 4.877 -0.590 -0.2 0.1 0.1 0.172
C 1.759 6.257 -0.367 0.1 -0.1 -0.1 0.012
C 0.693 7.083 -0.130 -0.1 0.0 0.0 0.127
C -0.620 6.531 -0.112 0.0 0.0 0.0 0.089
C -0.758 5.190 -0.336 -0.1 0.0 -0.1 0.047
N 0.278 4.363 -0.571 0.1 0.0 0.3 0.234
H 2.701 0.542 -1.620 0.1 0.1 0.0 0.000
H 5.924 3.306 -1.182 0.0 0.0 0.0 -0.002
H 2.761 6.655 -0.384 0.0 0.0 0.0 -0.003
H 0.856 8.139 0.044 0.0 0.0 0.0 0.009
H -1.496 7.133 0.086 0.0 0.0 0.0 0.005
H -1.730 4.713 -0.328 0.0 0.0 0.0 0.001
O -1.621 0.204 0.608 0.1 -0.1 0.1 0.039
S -2.309 1.704 0.876 0.2 0.6 -0.9 0.005
O -3.666 1.373 1.172 0.0 -0.1 0.0 0.001
O -2.116 2.330 -0.456 0.1 -0.3 0.6 0.007
O -1.513 2.276 1.921 -0.1 0.0 0.1 0.004
C -0.426 -1.961 0.231 0.2 0.0 -0.2 0.030
P -0.177 -0.116 -0.033 0.1 -0.6 -0.1 0.185
C 1.321 0.061 0.979 0.0 0.1 0.1 0.045
C 1.470 1.177 1.804 0.1 0.0 -0.1 0.012
C 2.649 1.357 2.509 -0.1 0.0 0.0 0.006
C 3.693 0.453 2.367 0.1 0.0 0.0 0.004
C 3.543 -0.664 1.561 0.0 0.0 0.0 0.008
C 2.347 -0.878 0.890 0.0 0.0 0.0 0.010
C -0.062 -0.166 -1.841 -0.2 0.2 0.1 0.059
C 1.046 -0.752 -2.470 -0.1 -0.1 0.0 0.067
C 1.126 -0.786 -3.851 0.0 0.0 0.0 0.001
C 0.085 -0.289 -4.624 0.1 0.0 -0.1 0.057
C -1.046 0.229 -4.009 -0.1 0.1 0.1 0.004
C -1.129 0.300 -2.628 0.1 -0.1 -0.1 0.060
P -2.144 -2.532 -0.121 -0.1 0.0 -0.1 0.004
C -2.928 -2.339 1.521 0.0 0.0 0.0 0.000
C -2.345 -2.793 2.705 0.0 0.0 0.0 0.000
C -2.980 -2.612 3.921 0.0 0.0 0.0 0.000
C -4.213 -1.971 3.971 0.0 0.0 0.0 0.000
C -4.799 -1.513 2.805 0.0 0.0 0.0 0.000
C -4.158 -1.696 1.585 0.0 0.0 0.0 0.000
C -1.856 -4.355 -0.156 0.0 0.0 0.0 0.003
C -2.640 -5.245 0.577 0.0 0.0 0.0 0.001
C -2.469 -6.618 0.453 0.0 0.0 0.0 0.000
C -1.512 -7.131 -0.409 0.0 0.0 0.0 0.000
C -0.735 -6.258 -1.157 0.0 0.0 0.0 0.000
C -0.912 -4.889 -1.036 0.0 0.0 0.0 0.000
H -0.079 -2.273 1.217 -0.1 0.1 0.1 0.001
H 0.215 -2.451 -0.508 0.0 0.0 0.1 0.001
H 0.672 1.905 1.870 0.0 0.0 0.0 0.003
H 2.761 2.227 3.142 0.0 0.0 0.0 0.000
H 4.628 0.622 2.887 0.0 0.0 0.0 0.000
H 4.354 -1.372 1.445 0.0 0.0 0.0 0.001
H 2.236 -1.772 0.290 0.0 0.0 0.0 0.000
H 1.852 -1.179 -1.887 -0.1 -0.1 0.0 0.005
H 2.001 -1.213 -4.323 0.0 0.0 0.0 -0.001
H 0.150 -0.321 -5.704 0.0 0.0 0.0 0.004
H -1.870 0.596 -4.606 0.0 0.0 0.0 -0.001
H -2.006 0.716 -2.156 -0.1 0.1 0.1 0.002
H -1.389 -3.303 2.677 0.0 0.0 0.0 0.000
H -2.511 -2.964 4.832 0.0 0.0 0.0 0.000
H -4.705 -1.817 4.923 0.0 0.0 0.0 0.000
H -5.744 -0.985 2.836 0.0 0.0 0.0 0.000
H -4.600 -1.298 0.681 0.0 0.0 0.0 0.000
H -3.388 -4.867 1.262 0.0 0.0 0.0 0.000
H -3.089 -7.286 1.039 0.0 0.0 0.0 0.000
H -1.376 -8.202 -0.500 0.0 0.0 0.0 0.000
H 0.010 -6.641 -1.844 0.0 0.0 0.0 0.000
H -0.309 -4.233 -1.654 0.0 0.0 0.0 0.000
```
Positions in Å, forces in eV/Å.

Output
HOMO energy (spin up / spin down): -1.54 / -4.81 eV
frontier orbital gap (spin up / spin down): 3.954 / 6.779 eV
total charge: -1
LUMO energy (spin up / spin down): 2.410 / 1.968 eV
multiplicity: 3


Computed, not measured: the ion C6H13BrNO with charge +1 in a non-equilibrium geometry, with the ωB97M-V functional and the def2-TZVPD basis.

The geometry in XYZ format:
```
22
Properties=species:S:1:pos:R:3:forces:R:3:nbo_charge:R:1
C -0.097 0.369 0.372 1.8 0.5 -2.2 -0.088
C -1.116 0.234 -0.753 0.8 3.3 0.9 0.434
C -1.581 1.531 -1.395 -3.1 -0.7 0.7 -0.674
C 1.690 -0.283 1.909 0.9 -2.5 -1.8 -0.623
C 1.750 -0.909 -0.639 0.8 -0.8 -0.5 -0.671
C 0.908 -0.709 0.635 2.9 6.1 -1.6 -0.284
N -1.529 0.112 0.722 -0.7 1.6 1.2 -0.602
O -1.142 -0.793 -1.557 -0.7 -2.7 -0.4 -0.652
Br 0.134 -2.534 0.926 -2.1 -5.2 0.9 0.381
H 0.400 1.442 0.499 -1.9 -2.0 0.2 0.259
H -1.899 1.465 -2.447 -0.1 -0.4 0.6 0.260
H -0.868 2.232 -1.364 3.5 2.2 -0.3 0.240
H -2.306 2.125 -0.786 -0.3 -1.0 -0.5 0.232
H 2.008 -1.305 2.331 -0.1 1.9 0.4 0.222
H 0.907 0.228 2.399 -0.1 0.5 1.8 0.200
H 2.578 0.370 1.676 -0.9 -0.7 0.3 0.243
H 1.041 -0.951 -1.503 0.9 -0.8 0.5 0.232
H 2.381 -0.044 -0.933 -0.2 -0.2 0.7 0.237
H 2.508 -1.813 -0.547 -1.8 1.6 -0.4 0.246
H -1.776 -0.755 1.203 0.2 0.0 -0.3 0.453
H -1.937 0.971 1.120 -0.4 -0.9 -0.3 0.441
H -2.052 -0.982 -1.870 0.6 0.2 0.0 0.512
```
Positions in Å, forces in eV/Å.

Output
HOMO energy (spin up / spin down): -8.99 / -14.74 eV
frontier orbital gap (spin up / spin down): 5.900 / 7.092 eV
total charge: +1
LUMO energy (spin up / spin down): -3.087 / -7.648 eV
multiplicity: 3


Computed, not measured: a structure of composition C21H26FN3O2S in a non-equilibrium geometry, with the ωB97M-V functional and the def2-TZVPD basis.

The geometry in XYZ format:
```
54
Properties=species:S:1:pos:R:3:forces:R:3:nbo_charge:R:1
C -2.859 -4.182 -0.050 2.6 -5.9 -13.3 -0.616
H -3.589 -4.163 -0.838 -1.0 -0.6 -0.4 0.212
H -2.794 -5.028 0.389 -0.1 -5.9 3.0 0.225
H -1.926 -4.190 -0.722 -0.8 0.2 1.0 0.206
C -2.957 -3.185 0.681 3.0 13.8 12.2 -0.368
C -3.093 -1.765 0.205 0.1 -1.7 2.3 0.048
C -2.662 -1.493 -0.919 5.1 3.0 -13.3 -0.257
S -2.867 0.315 -1.564 -1.1 -2.7 3.3 0.217
C -3.641 0.481 0.047 1.0 -2.3 2.9 0.099
N -3.567 -0.678 0.806 -2.7 5.5 0.9 -0.466
C -4.132 1.969 0.650 2.4 -5.6 0.2 -0.437
H -4.984 1.701 1.244 -0.3 0.3 0.6 0.235
H -4.426 2.183 -0.318 -0.7 2.6 -1.6 0.221
C -2.918 2.617 1.377 -3.1 1.5 -3.1 -0.233
N -1.855 2.817 0.321 -2.2 0.1 3.7 -0.619
C -0.708 2.203 0.673 4.4 -1.0 -2.2 0.717
O -0.324 1.293 1.486 -3.0 3.4 -1.7 -0.645
C 0.328 2.609 -0.442 2.5 0.5 4.4 -0.370
C 1.861 2.996 0.048 -5.1 -6.8 7.5 -0.191
N 2.645 1.837 0.063 -0.1 -1.7 -4.8 -0.562
C 2.796 1.188 -1.347 -8.5 11.7 6.9 0.701
O 3.588 0.462 -1.322 11.6 -12.1 -2.9 -0.520
C 1.810 1.744 -2.227 -1.3 -2.0 -4.1 -0.518
C 0.376 1.647 -1.452 1.3 -0.5 -8.7 -0.310
H -0.350 1.935 -2.605 1.4 -1.2 4.0 0.194
H 0.370 0.630 -1.202 -0.9 -1.4 0.4 0.224
H 1.875 0.759 -3.131 -0.6 3.5 2.1 0.234
H 2.085 2.798 -2.670 -0.6 -2.2 0.8 0.251
C 3.418 1.357 1.180 5.6 4.6 -4.4 -0.227
H 4.442 0.913 0.726 -2.0 1.1 0.9 0.208
H 3.770 2.392 1.600 -0.7 -2.4 0.7 0.218
C 2.751 0.336 1.831 -3.1 2.0 9.5 -0.469
C 2.680 -0.895 1.235 -1.9 -5.9 -2.4 -0.017
C 1.416 -1.414 0.612 -0.2 6.0 3.2 -0.224
C 1.339 -2.503 -0.122 -3.6 4.6 2.3 0.317
C 2.502 -3.061 -0.281 -1.4 -11.3 -6.6 -0.245
C 3.685 -2.911 0.111 -3.9 11.9 7.0 -0.124
C 3.749 -1.744 1.305 -3.7 -3.1 -6.8 -0.196
H 4.676 -1.452 1.508 3.7 1.2 1.7 0.184
H 4.408 -3.419 0.244 9.0 -7.3 0.3 0.172
H 2.446 -4.227 -0.765 -0.3 2.9 0.4 0.183
F 0.056 -2.695 -0.476 0.2 -2.2 -1.5 -0.317
H 0.465 -0.715 0.808 2.2 -1.7 -0.5 0.249
H 3.323 0.079 2.892 -1.3 1.1 -2.2 0.217
H 1.690 0.799 2.154 2.1 -1.4 -0.6 0.255
H 2.352 3.730 -0.342 2.0 5.2 -2.5 0.174
H 1.716 2.953 1.226 -0.1 2.0 -2.0 0.218
H 0.169 3.465 -0.919 -1.9 4.0 -1.5 0.200
H -2.027 3.494 -0.460 1.0 -1.2 1.3 0.437
H -3.462 3.527 1.810 1.9 -0.6 -0.3 0.211
H -2.503 1.960 2.094 0.2 -0.5 0.9 0.251
H -2.056 -1.948 -1.851 -1.7 0.1 2.9 0.239
H -3.679 -3.027 1.370 -3.3 -1.4 2.5 0.234
H -2.040 -3.104 1.587 -1.8 -0.2 -2.5 0.179
```
Positions in Å, forces in eV/Å.

Output
HOMO energy: -8.08 eV
frontier orbital gap: 8.250 eV
energy above the lowest of the compared OMol25 structures with the same formula, charge and spin: 478.46 kcal per mole
LUMO energy: 0.171 eV